[1]
{"formula": "FH3N2OS", "method": "ωB97M-V/def2-TZVPD", "charge": 0, "e_lumo_ev": 0.19, "symbols": ["N", "N", "O", "F", "S", "H", "H", "H"], "xyz": [[1.030, 0.515, -0.940], [-0.233, -0.603, -0.247], [-1.303, -0.005, 0.360], [0.418, -1.265, 0.771], [-2.607, 0.057, -0.674], [0.598, 0.712, -1.791], [1.805, -0.247, -1.199], [-3.450, -0.788, -0.098]], "forces_ev_per_angstrom": [[0.93, -3.47, 3.55], [1.71, -0.58, -2.97], [0.75, 1.08, 0.77], [0.11, 0.81, 0.10], [0.09, 0.78, -0.82], [-1.29, 0.21, -1.96], [-2.36, 1.78, 0.83], [0.07, -0.61, 0.50]], "mulliken_charge": [-0.4652, 0.1145, -0.1717, -0.1793, -0.0041, 0.2579, 0.2865, 0.1613]}

---

[2]
{"formula": "C45H41AsN9O2S3Ti", "method": "ωB97M-V/def2-TZVPD", "charge": 1, "e_lumo_ev": [-2.71, -2.67], "multiplicity": 3, "symbols": ["Ti", "C", "C", "N", "N", "C", "S", "N", "N", "H", "H", "H", "H", "H", "H", "C", "N", "C", "C", "N", "C", "S", "C", "C", "C", "C", "C", "N", "H", "H", "H", "H", "H", "H", "H", "H", "H", "O", "S", "O", "N", "C", "C", "C", "C", "C", "C", "C", "C", "N", "C", "C", "C", "C", "C", "C", "C", "H", "H", "H", "H", "H", "H", "H", "H", "H", "H", "H", "C", "C", "C", "C", "C", "C", "As", "C", "C", "C", "C", "C", "C", "C", "C", "C", "C", "C", "C", "H", "H", "H", "H", "H", "H", "H", "H", "H", "H", "H", "H", "H", "H", "H"], "xyz": [[-0.435, 0.455, 0.805], [-3.919, 3.163, 4.399], [-3.853, 3.241, 2.927], [-4.622, 3.933, 2.152], [-4.197, 3.706, 0.891], [-3.154, 2.853, 0.862], [-2.308, 2.279, -0.440], [-2.925, 2.549, 2.179], [-1.970, 1.636, 2.585], [-4.636, 3.897, 4.754], [-2.939, 3.363, 4.833], [-4.249, 2.174, 4.722], [-4.656, 4.127, 0.099], [-2.370, 1.010, 3.290], [-1.123, 2.080, 3.000], [2.604, 4.832, -0.008], [2.969, 3.485, -0.337], [4.100, 3.064, -0.965], [4.041, 1.720, -1.074], [2.852, 1.283, -0.496], [2.188, 2.404, -0.066], [0.655, 2.604, 0.583], [2.503, -0.056, -0.340], [3.465, -1.020, -0.658], [3.209, -2.363, -0.531], [1.949, -2.733, -0.034], [1.054, -1.750, 0.269], [1.252, -0.408, 0.115], [3.424, 5.501, -0.254], [2.375, 4.902, 1.056], [1.716, 5.127, -0.568], [4.856, 3.744, -1.300], [4.736, 1.074, -1.561], [4.434, -0.711, -1.000], [3.953, -3.099, -0.782], [1.683, -3.768, 0.113], [0.096, -2.034, 0.684], [0.485, 2.165, 3.485], [1.050, 0.823, 3.601], [1.073, 0.279, 4.925], [0.240, -0.123, 2.567], [-0.436, -1.257, 2.986], [-0.024, -2.152, 3.963], [-0.870, -3.185, 4.362], [-2.139, -3.316, 3.851], [-2.583, -2.453, 2.833], [-3.883, -2.480, 2.275], [-4.195, -1.594, 1.264], [-3.217, -0.754, 0.747], [-1.967, -0.701, 1.240], [-1.681, -1.478, 2.335], [2.716, 0.938, 2.956], [3.316, 2.182, 2.868], [4.616, 2.282, 2.395], [5.304, 1.137, 2.027], [4.699, -0.106, 2.133], [3.397, -0.209, 2.598], [0.929, -2.025, 4.446], [-0.518, -3.873, 5.112], [-2.801, -4.087, 4.209], [-4.608, -3.187, 2.644], [-5.187, -1.564, 0.841], [-3.430, -0.128, -0.119], [2.753, 3.049, 3.179], [5.094, 3.249, 2.329], [6.321, 1.206, 1.666], [5.244, -0.996, 1.862], [2.911, -1.171, 2.690], [-3.601, -0.405, -5.894], [-2.808, 0.658, -5.501], [-2.111, 0.606, -4.305], [-2.183, -0.517, -3.487], [-3.027, -1.560, -3.865], [-3.720, -1.506, -5.064], [-1.109, -0.646, -1.803], [-0.935, -2.613, -1.938], [-0.463, -3.296, -3.058], [-0.413, -4.680, -3.074], [-0.849, -5.411, -1.980], [-1.376, -4.749, -0.886], [-1.424, -3.366, -0.873], [0.503, 0.085, -2.642], [0.565, 1.478, -2.648], [1.591, 2.145, -3.294], [2.591, 1.421, -3.923], [2.577, 0.038, -3.865], [1.542, -0.628, -3.227], [-4.120, -0.381, -6.841], [-2.722, 1.530, -6.129], [-1.500, 1.451, -4.010], [-3.130, -2.432, -3.224], [-4.352, -2.333, -5.352], [-0.152, -2.746, -3.937], [-0.034, -5.195, -3.944], [-0.799, -6.489, -1.981], [-1.760, -5.303, -0.040], [-1.868, -2.861, -0.024], [-0.200, 2.047, -2.124], [1.607, 3.225, -3.301], [3.381, 1.934, -4.450], [3.372, -0.527, -4.328], [1.561, -1.709, -3.168]], "forces_ev_per_angstrom": [[-2.10, 3.97, -1.73], [-0.06, 0.03, 0.09], [-0.03, 0.09, -0.13], [-0.61, 0.45, 0.80], [0.86, -0.71, 0.20], [-0.10, -0.03, 0.12], [0.14, -0.26, -0.59], [-0.58, 0.49, -0.65], [0.47, 0.17, 0.41], [0.01, 0.01, 0.04], [-0.03, 0.00, 0.04], [0.03, -0.01, 0.02], [0.10, -0.04, 0.08], [0.04, 0.09, -0.39], [-0.56, 0.11, -0.12], [-0.25, 0.49, 0.14], [-0.38, -1.06, 0.13], [0.54, -0.91, -0.37], [0.64, 0.64, -0.21], [0.05, 1.01, 0.07], [-0.91, 0.66, 0.41], [0.99, 0.61, -0.39], [-1.44, -1.23, 0.47], [0.08, 0.19, -0.05], [-1.10, 0.11, 0.45], [1.06, -0.22, -0.33], [0.04, 0.59, 0.14], [3.71, -1.51, -1.27], [0.07, -0.08, -0.02], [0.01, 0.03, -0.05], [-0.01, 0.00, 0.03], [0.17, 0.10, -0.08], [0.10, -0.10, -0.04], [0.10, 0.04, -0.01], [0.13, -0.09, -0.06], [-0.09, -0.06, 0.00], [0.11, 0.05, -0.14], [0.61, -0.18, 0.38], [-0.30, 0.23, -0.14], [0.29, -0.22, 0.16], [0.99, -0.04, 1.71], [-0.07, -0.62, 0.92], [-0.07, 0.35, -0.46], [-0.45, -0.22, -0.06], [0.21, -0.14, 0.16], [0.21, 0.20, -0.17], [0.13, 0.38, -0.42], [-0.15, -0.55, 0.55], [0.67, 0.20, -0.09], [-2.16, -1.99, 0.66], [-0.42, -0.51, 0.30], [-0.45, 0.00, 0.13], [0.00, 0.16, 0.07], [-0.12, 0.01, 0.11], [0.04, -0.07, -0.02], [-0.05, 0.00, 0.15], [0.06, -0.10, 0.12], [0.08, 0.05, 0.04], [-0.02, -0.12, 0.15], [-0.11, -0.12, 0.08], [-0.13, -0.10, 0.07], [-0.08, -0.04, -0.08], [0.11, -0.08, 0.25], [-0.01, 0.12, -0.04], [0.02, 0.07, 0.00], [0.07, 0.03, -0.02], [0.07, -0.13, -0.04], [-0.02, -0.14, -0.05], [0.02, -0.08, 0.03], [0.01, 0.05, -0.04], [0.14, 0.08, 0.28], [-0.23, 0.16, 0.33], [0.11, -0.08, 0.37], [-0.06, -0.04, -0.02], [0.07, -0.59, -1.67], [-0.04, 0.08, 0.23], [0.12, 0.29, -0.09], [0.08, -0.05, -0.04], [-0.02, -0.03, 0.09], [-0.06, -0.09, 0.08], [-0.07, 0.33, 0.06], [0.06, -0.04, -0.13], [-0.29, -0.01, 0.06], [-0.02, 0.01, -0.07], [0.00, 0.10, -0.06], [0.06, -0.02, -0.04], [-0.18, -0.21, 0.02], [-0.07, 0.04, -0.05], [0.02, 0.12, -0.07], [-0.02, -0.04, -0.12], [-0.02, 0.09, -0.16], [-0.06, -0.09, -0.01], [-0.02, -0.01, -0.01], [0.03, 0.00, -0.09], [0.00, -0.09, -0.07], [-0.02, -0.05, 0.04], [0.05, -0.06, 0.06], [0.09, 0.02, -0.17], [0.00, 0.11, -0.02], [0.10, 0.04, -0.02], [0.08, -0.08, -0.06], [-0.01, 0.05, -0.07]], "mulliken_charge": [-0.5767, -1.2721, 0.9950, -0.9230, 0.2869, 0.1544, -0.3250, -0.1865, -0.2513, 0.3745, 0.2994, 0.2750, 0.1962, 0.2990, 0.6040, -0.9544, 0.4480, -1.9002, -0.2364, 1.8353, 0.3283, -0.5965, 0.1442, -0.9537, -1.4779, -1.4700, 0.2532, 1.1072, 0.4060, 0.3123, 0.3134, 0.6702, 0.6456, 0.4486, 0.5449, 0.6368, -0.2282, -0.9575, 1.5643, -0.8001, 0.3316, 0.0904, -0.5024, -1.2890, -0.9429, 1.0977, -1.2091, -1.4192, -0.4043, 2.2242, 0.0939, -0.1350, -0.0608, -0.6824, -0.7577, -0.7499, -0.2029, 0.6002, 0.4338, 0.4868, 0.4812, 0.5627, 0.3501, 0.5608, 0.4607, 0.4493, 0.4913, 0.4740, -0.5576, -0.8250, -0.4391, 0.8749, -0.5202, -0.7569, 2.1355, 0.4308, -0.5108, -0.9131, -0.7140, -0.7044, -0.6822, 1.0794, -0.8959, -0.8287, -1.0546, -1.1725, -0.7438, 0.4012, 0.4391, 0.3308, 0.4415, 0.4199, 0.5898, 0.4418, 0.4202, 0.4761, 0.3497, 0.6381, 0.4953, 0.4500, 0.4866, 0.5513]}

---

[3]
{"formula": "C3H9N", "method": "ωB97M-V/def2-TZVPD", "charge": 1, "e_lumo_ev": [-4.70, -8.47], "multiplicity": 2, "symbols": ["C", "H", "H", "H", "H", "C", "C", "N", "H", "H", "H", "H", "H"], "xyz": [[1.909, -2.242, 2.290], [1.213, -2.859, 2.836], [1.470, -1.954, 1.291], [2.850, -2.764, 2.063], [2.082, -1.339, 2.890], [-0.399, 0.533, -2.114], [-0.452, 1.203, -0.925], [-1.386, 1.030, 0.102], [-1.230, -0.112, -2.454], [0.496, 0.406, -2.706], [0.288, 1.994, -0.696], [-2.316, 0.751, -0.159], [-1.406, 1.896, 0.693]], "forces_ev_per_angstrom": [[0.06, 0.66, -1.17], [-0.11, -0.37, -0.01], [0.27, -0.23, 1.06], [-0.38, 0.17, 0.38], [0.15, -0.22, -0.28], [-0.93, -2.16, -1.00], [-1.03, 1.13, 3.37], [1.94, 3.05, -2.67], [0.35, 0.47, 0.36], [0.14, 0.69, 0.03], [-0.17, -0.83, -0.06], [-0.39, -0.94, 0.05], [0.09, -1.42, -0.06]], "mulliken_charge": [-0.8416, 0.2423, 0.1327, 0.2405, 0.2264, -0.5782, 0.3513, -0.3230, 0.2773, 0.3090, 0.3252, 0.3021, 0.3358]}

---

[4]
{"formula": "CH2O3P2", "method": "ωB97M-V/def2-TZVPD", "charge": 0, "e_lumo_ev": -0.27, "symbols": ["C", "O", "O", "O", "P", "P", "H", "H"], "xyz": [[-0.115, -0.468, -0.801], [-0.108, 1.571, 0.791], [2.259, 0.647, 0.560], [-1.438, -0.843, 1.437], [-1.637, 0.035, 0.324], [0.877, 0.628, 0.210], [0.156, -1.565, -0.789], [0.007, -0.004, -1.733]], "forces_ev_per_angstrom": [[0.97, -0.85, 1.94], [-0.78, -0.01, -0.46], [1.95, -0.46, -0.14], [0.26, -1.91, 2.46], [-0.87, 1.69, -2.45], [-0.95, -0.24, 0.48], [-0.21, 1.38, 0.03], [-0.36, 0.40, -1.85]], "mulliken_charge": [-0.5890, -0.4380, -0.5938, -0.4386, 0.3611, 0.9685, 0.3493, 0.3806]}

---

Calculated relative energy (zero: lowest compared OMol25 entry of this formula, charge and spin) in order - 111.31; 57.03; 20.47; 12.62 kcal per mole
Calculated electronic energy in order - -18622.554; -181291.786; -4737.624; -25789.790 eV